# 1
{"formula": "C35H47F9N4O9S", "method": "wB97M-V/def2-TZVPD", "homo_ev": [-8.102, -8.992], "charge": 0, "gap_ha": [0.216, 0.249], "lumo_energy_ev": [-2.23, -2.23], "spin_multiplicity": 3, "symbols": ["S", "F", "F", "F", "F", "F", "F", "F", "F", "F", "O", "O", "O", "O", "O", "O", "O", "O", "O", "N", "N", "N", "N", "C", "C", "C", "C", "C", "C", "C", "C", "C", "C", "C", "C", "C", "C", "C", "C", "C", "C", "C", "C", "C", "C", "C", "C", "C", "C", "C", "C", "C", "C", "C", "C", "C", "C", "C", "H", "H", "H", "H", "H", "H", "H", "H", "H", "H", "H", "H", "H", "H", "H", "H", "H", "H", "H", "H", "H", "H", "H", "H", "H", "H", "H", "H", "H", "H", "H", "H", "H", "H", "H", "H", "H", "H", "H", "H", "H", "H", "H", "H", "H", "H", "H"], "xyz": [[1.74724, -1.67723, 1.18377], [-0.43637, -3.02080, 0.62735], [2.40963, -2.81323, -1.36227], [-1.39026, -4.66363, -3.29860], [-1.77080, -2.94457, -2.06708], [0.07747, -1.44164, -0.80482], [0.63232, -2.67289, -3.18227], [-1.21590, -4.85077, -1.15698], [1.53819, -4.55300, -0.40461], [1.07010, -4.75012, -2.86751], [2.75196, -1.64894, 4.10891], [2.36351, -0.54863, 0.56337], [-0.73906, 3.39450, 0.14781], [2.63171, -2.74992, 1.51556], [-1.77398, -3.66464, 5.01262], [7.26608, -0.82163, -2.69119], [-1.36253, 0.76447, 4.37501], [0.78958, -3.04771, 5.96231], [-5.32702, 1.52791, -1.65565], [7.14644, -0.91889, -1.40804], [3.12955, -3.31341, 6.68463], [-5.74845, 2.41692, -2.49425], [-2.63963, 2.12902, 0.33703], [-8.07784, 1.58931, -2.81694], [-1.57956, -1.52408, 6.19837], [-0.77155, -0.26492, 4.14912], [-5.24414, 3.94489, -0.61604], [8.00080, 1.54585, -0.09577], [9.48054, -1.71807, -1.56805], [6.10876, 0.04253, -0.93037], [0.90194, -1.24115, 2.68315], [1.98890, -3.10081, 6.48289], [-8.61720, 2.87044, -2.18214], [8.49938, -0.85289, -0.78359], [-7.61685, 3.43275, -1.17316], [-0.22933, -0.54246, 2.76938], [0.54566, -2.42514, -0.03604], [0.58106, -2.01939, 5.05901], [-0.30274, 1.24648, 1.00073], [-6.83697, 2.60989, -4.74045], [-0.54204, -1.32541, 5.15635], [-1.01819, -4.03050, -2.17846], [9.01106, 0.58607, -0.72219], [-2.25291, -2.88308, 6.00689], [1.55544, -1.67178, 3.98150], [1.26807, -3.40451, -0.99990], [-6.15242, 0.43132, -3.91281], [-6.18171, 4.86788, -2.66040], [-6.21247, 3.62518, -1.74857], [4.91215, 0.04599, -1.87697], [0.48393, -3.67174, -2.32453], [-3.12472, -2.99717, 4.78948], [-6.69945, 1.77813, -3.45050], [6.65998, 1.46549, -0.82404], [5.53702, -0.40663, 0.42825], [8.49034, -1.45593, 0.63473], [-1.01023, 0.03308, 1.63009], [-1.23078, 2.33218, 0.46458], [-5.15538, 0.54283, -4.34130], [-6.09803, -0.29541, -3.10453], [-6.25638, 5.77311, -2.05884], [4.61786, 0.12827, 0.64450], [-2.85709, -2.55436, 3.84976], [7.99060, -0.83967, 1.37666], [-3.75950, -3.85825, 4.89324], [4.12217, 0.66877, -1.45948], [-1.93023, 0.41320, 2.05331], [-7.00501, 4.91556, -3.36949], [-9.56232, 2.65763, -1.67867], [-6.80493, 0.01552, -4.67941], [-8.02379, 0.81012, -2.04989], [10.44098, -1.73928, -1.05418], [0.39274, 0.99045, 0.21450], [-7.39868, 3.53165, -4.61721], [5.16084, 0.44878, -2.85756], [-5.24427, 4.91756, -3.21492], [5.92523, 2.09476, -0.31779], [-7.37877, 2.03401, -5.49040], [8.38511, 2.56651, -0.15123], [-4.22491, 4.04650, -0.98592], [9.11661, -2.74337, -1.64807], [-5.85789, 2.85535, -5.15323], [-3.11374, 2.17553, 1.22553], [9.51476, -1.57076, 0.98945], [-5.24959, 3.18055, 0.15727], [9.65815, -1.33916, -2.57263], [9.24819, 0.93291, -1.73310], [6.19661, -0.20811, 1.27086], [0.27566, 1.72600, 1.77872], [5.29916, -1.47073, 0.41959], [9.94676, 0.61284, -0.15970], [-1.31172, -0.72106, 0.91938], [8.02496, -2.44212, 0.63674], [-2.87084, 1.27037, -0.14419], [-7.56702, 2.75117, -0.31790], [-8.77638, 1.22813, -3.57433], [-2.37554, -0.81253, 6.04491], [-2.60619, -3.37197, 6.88160], [-5.52574, 4.88321, -0.13839], [-1.18488, -1.50060, 7.20384], [7.87167, 1.32945, 0.96798], [-7.97727, 4.38813, -0.78691], [6.78562, 1.88185, -1.82884], [4.51426, -0.96079, -2.00868], [-8.84554, 3.61448, -2.94974]], "lowdin_spin": [0.000, 0.000, 0.000, 0.000, 0.000, 0.000, 0.000, 0.000, 0.000, 0.000, 0.000, 0.000, 0.000, 0.000, 0.000, 0.545, 0.000, 0.000, 0.536, 0.361, 0.000, 0.368, 0.000, 0.015, 0.000, 0.000, -0.001, 0.001, -0.001, 0.026, 0.000, 0.000, 0.001, 0.026, 0.015, 0.000, 0.000, 0.000, 0.000, 0.002, 0.000, 0.000, 0.015, 0.000, 0.000, 0.000, -0.001, 0.002, 0.026, -0.001, 0.000, 0.000, 0.027, 0.015, 0.002, 0.002, 0.000, 0.000, 0.000, -0.001, 0.000, 0.000, 0.000, 0.000, 0.000, 0.000, 0.000, 0.000, 0.001, 0.000, 0.003, 0.000, 0.000, 0.000, -0.001, 0.001, 0.001, 0.000, 0.001, 0.000, 0.000, 0.001, 0.000, 0.000, 0.000, -0.001, 0.003, 0.000, 0.000, 0.001, 0.001, 0.000, 0.001, 0.000, 0.002, 0.001, 0.000, 0.000, 0.000, 0.000, 0.000, 0.001, 0.002, 0.000, 0.000]}

=====

# 2
{"formula": "C4H4N3", "method": "wB97M-V/def2-TZVPD", "e_above_lowest_kcal_mol": 35.6, "homo_ev": -16.026, "charge": 1, "gap_ha": 0.381, "lumo_energy_ev": -5.66, "spin_multiplicity": 1, "symbols": ["N", "N", "N", "C", "C", "C", "C", "H", "H", "H", "H"], "xyz": [[1.09048, -0.08072, -0.29606], [-1.89746, -0.53361, 0.03638], [-0.65527, 1.36416, 0.06240], [-1.76063, -1.66299, -0.24367], [-1.69469, 0.74022, 0.42444], [1.84376, -0.92813, 0.19392], [0.42008, 0.95118, -0.59554], [2.53325, -0.69982, 1.00461], [0.75016, 1.56753, -1.43075], [1.81975, -1.94266, -0.19364], [-2.44941, 1.22484, 1.03792]], "nbo_charge": [-0.299, -0.620, -0.393, 0.465, 0.380, 0.117, 0.364, 0.237, 0.258, 0.241, 0.251]}

=====

# 3
{"formula": "C31H90CrCuN7O15S", "method": "wB97M-V/def2-TZVPD", "homo_ev": [-7.173, -7.170], "charge": 0, "gap_ha": [0.239, 0.241], "lumo_energy_ev": [-0.66, -0.62], "spin_multiplicity": 5, "symbols": ["Cu", "Cr", "S", "O", "O", "O", "O", "O", "O", "O", "O", "O", "O", "O", "O", "O", "O", "O", "N", "N", "N", "N", "N", "N", "N", "C", "C", "C", "C", "C", "C", "C", "C", "C", "C", "C", "C", "C", "C", "C", "C", "C", "C", "C", "C", "C", "C", "C", "C", "C", "C", "C", "C", "C", "C", "C", "H", "H", "H", "H", "H", "H", "H", "H", "H", "H", "H", "H", "H", "H", "H", "H", "H", "H", "H", "H", "H", "H", "H", "H", "H", "H", "H", "H", "H", "H", "H", "H", "H", "H", "H", "H", "H", "H", "H", "H", "H", "H", "H", "H", "H", "H", "H", "H", "H", "H", "H", "H", "H", "H", "H", "H", "H", "H", "H", "H", "H", "H", "H", "H", "H", "H", "H", "H", "H", "H", "H", "H", "H", "H", "H", "H", "H", "H", "H", "H", "H", "H", "H", "H", "H", "H", "H", "H", "H", "H"], "xyz": [[0.28719, -3.11188, 2.77256], [2.63885, -4.40748, 0.65773], [1.42902, -5.60088, 3.58313], [1.92123, 0.84358, -5.01029], [-1.19076, 3.18454, -3.24383], [0.90419, -6.92457, 3.33276], [4.11010, -1.04007, 0.08986], [-3.18233, -4.62702, -2.98205], [1.30308, -5.36430, -0.68233], [-3.98063, -0.95423, 0.38470], [4.27497, 1.67316, 0.84736], [3.62782, -3.64589, -1.16712], [0.44807, -4.86369, 4.30826], [1.61739, -4.96602, 2.29118], [2.74297, -5.64666, 4.23069], [1.42113, -2.58098, 0.68109], [1.57441, 1.13620, 5.32493], [-2.66133, 2.38380, 5.67244], [-3.67735, 2.77047, 3.11491], [-5.39493, -3.95597, -4.54372], [-2.60140, 6.05232, -5.15609], [4.98766, 5.17073, -0.61880], [5.01801, 0.01511, -3.21091], [0.50720, -0.98316, 3.86624], [-2.11467, -3.38917, 2.88405], [2.72542, 0.13171, -4.10914], [-5.18114, -3.29160, -3.25222], [1.56597, -0.10594, 5.97211], [-3.12982, -0.62294, -0.73349], [-4.09249, -3.83391, 1.71963], [4.66857, 0.11825, -5.63690], [-0.70820, 3.04381, -1.89638], [-4.30893, -4.22402, -2.32288], [-1.47029, 2.48754, 2.04951], [-2.20487, 2.78764, 6.92289], [4.18369, 0.53354, -4.26716], [4.19375, 4.03026, -0.11116], [0.62014, -1.69469, -0.03399], [4.99794, 2.77600, 0.25097], [3.94123, 1.89455, 2.22371], [1.95717, 2.22195, 6.12996], [-6.54797, -2.89643, -2.65795], [2.69531, -1.87533, 4.42441], [-1.43684, 4.26760, -6.02806], [-1.72931, 2.72204, 4.59781], [-2.06108, -3.70771, -3.03723], [-1.75310, 4.49466, -3.44421], [-3.19144, -1.47153, 1.48034], [-2.34828, 4.68837, -4.87918], [3.03039, 3.70809, -1.01655], [-2.81500, -3.04516, 1.61908], [0.52551, 0.49645, -4.98193], [0.97380, -1.77844, -1.54207], [0.54981, -0.21669, 0.40055], [1.38843, -1.29041, 4.97117], [-2.33637, 2.23059, 3.30485], [-3.31337, 4.19823, -5.00751], [-6.08869, -4.68996, -4.53716], [5.56415, 0.67490, -5.91289], [0.86498, -1.98360, 5.62963], [2.48802, -2.84772, 3.97766], [-1.77446, -3.45154, -2.01727], [-2.27977, -0.89468, 1.63595], [-0.19365, 0.29053, -0.21434], [3.39950, 0.99159, 2.50530], [4.31652, -0.11423, 0.21810], [4.42590, 5.98301, -0.83029], [3.13029, -1.21924, 3.67048], [-4.50006, -4.36483, -4.77208], [-0.36219, -0.62899, 4.23884], [-2.26597, -4.35669, 3.13124], [4.25375, 1.62126, -4.27314], [3.39339, -2.72186, -1.25354], [3.99587, -3.88078, -2.01895], [3.96515, 0.48702, -6.38343], [-4.09583, -3.86784, -1.31500], [-1.43863, 3.17805, -5.99663], [1.49711, 2.29084, 7.11572], [-3.08587, 6.10666, -6.04064], [-0.31040, 2.02929, -1.87185], [-1.55107, 3.79495, 4.66984], [1.54749, 0.21880, 0.34503], [-3.88343, -4.89065, 1.88603], [0.31534, -1.12279, -2.11184], [-0.52915, 1.93827, 2.07531], [2.48396, -0.16869, 6.55645], [2.39255, 4.56369, -1.23837], [-2.89290, 2.49354, 7.71549], [0.13795, 0.59724, -3.96816], [3.21889, -1.13599, 0.42571], [-1.59674, 3.08122, -1.26614], [-2.48396, 1.16163, 3.45864], [0.98066, -0.14852, 3.55109], [-0.99520, 5.22697, -3.16596], [5.73360, 5.44748, 0.00337], [2.56323, -0.94416, -4.17454], [-2.43660, -2.77740, -3.46338], [3.32787, -1.94239, 5.30955], [-2.57231, -1.46931, -1.13469], [-2.35997, -3.42325, 0.70360], [-3.67749, 3.77542, 3.01405], [-0.45579, 4.63378, -5.72549], [-4.91928, -5.11168, -2.15669], [3.03407, 2.15108, 6.28276], [-6.31923, -2.05365, -2.00566], [2.35105, 0.57862, -3.18814], [-0.42994, -1.98693, -0.03608], [4.85457, -0.95337, -5.70843], [3.33990, 2.80359, 2.23492], [-2.56611, 4.54449, -2.71991], [0.51770, -5.76467, -0.30937], [1.66562, 3.18863, 5.71930], [5.67798, 0.75284, -3.01017], [4.54403, 0.04249, -2.31945], [-4.76604, -3.43178, 2.47642], [-4.24076, 2.54217, 3.92148], [-1.62071, 4.71068, -7.00683], [-3.70181, -0.08102, -1.48664], [0.09515, 3.73101, -1.63086], [3.70426, 4.39133, 0.79335], [-1.22981, 2.34229, 7.12041], [-0.73658, 2.30800, 4.77435], [-7.25467, -2.56656, -3.41943], [1.96889, -1.38917, -1.75740], [1.16332, -5.39796, -1.62867], [0.04070, 1.14894, -5.70811], [2.43805, 2.86726, -0.65566], [0.81798, -0.21839, 6.75693], [-4.57162, -2.45338, -3.58984], [0.16389, -0.10313, 1.41360], [5.78036, 3.07601, 0.94806], [4.80429, 2.03472, 2.87454], [0.70620, -2.78708, -1.85694], [-7.07539, -3.75394, -2.24007], [-2.43794, 0.15928, -0.42117], [-3.30239, 6.35269, -4.49392], [-1.99649, 3.85590, 6.98191], [5.43824, 2.45503, -0.69306], [-1.10030, 3.50090, 1.89362], [3.45150, 3.43588, -1.98436], [-1.22693, -4.20037, -3.53682], [-3.76296, -1.17920, 2.36125], [-2.51244, -2.92589, 3.68857], [0.37084, -0.52411, -5.33212], [-2.04710, 2.20794, 1.16791], [-4.67470, -3.78490, 0.79945]], "lowdin_spin": [0.001, 3.831, 0.003, 0.000, 0.000, 0.002, 0.001, 0.000, 0.040, 0.000, 0.000, 0.026, 0.000, 0.036, 0.003, 0.042, 0.000, 0.000, 0.000, 0.000, 0.000, 0.000, 0.000, 0.000, 0.000, 0.000, 0.000, 0.000, 0.000, 0.000, 0.000, 0.000, 0.000, 0.000, 0.000, 0.000, 0.000, 0.005, 0.000, 0.000, 0.000, 0.000, 0.000, 0.000, 0.000, 0.000, 0.000, 0.000, 0.000, 0.000, 0.000, 0.000, 0.001, 0.001, 0.000, 0.000, 0.000, 0.000, 0.000, 0.000, 0.000, 0.000, 0.000, 0.000, 0.000, 0.000, 0.000, 0.000, 0.000, 0.000, 0.000, 0.000, 0.001, 0.000, 0.000, 0.000, 0.000, 0.000, 0.000, 0.000, 0.000, 0.000, 0.000, 0.000, 0.000, 0.000, 0.000, 0.000, 0.000, 0.000, 0.000, 0.000, 0.000, 0.000, 0.000, 0.000, 0.000, 0.000, 0.000, 0.000, 0.000, 0.000, 0.000, 0.000, 0.000, 0.000, 0.001, 0.000, 0.000, 0.000, 0.002, 0.000, 0.000, 0.000, 0.000, 0.000, 0.000, 0.000, 0.000, 0.000, 0.000, 0.000, 0.000, 0.000, 0.003, 0.000, 0.000, 0.000, 0.000, 0.000, 0.000, 0.000, 0.000, 0.000, 0.000, 0.000, 0.000, 0.000, 0.000, 0.000, 0.000, 0.000, 0.000, 0.000, 0.000, 0.000]}

=====

Molar mass (computed, g mol⁻¹): 870.83; 94.10; 948.70